1.
A structure of composition C29H45BN6O2RbS. Source: OMol25; level of theory: ωB97M-V/def2-TZVPD.

CARTESIAN COORDINATES (ANGSTROEM)
Rb -0.22 -0.31 0.12
C -0.46 2.34 2.67
C -0.33 3.77 2.14
C -1.53 4.62 2.54
C -0.12 3.79 0.65
C -0.24 4.88 -0.24
C 0.12 4.36 -1.46
N 0.45 3.06 -1.29
N 0.29 2.71 0.00
B 1.01 2.17 -2.45
N 2.29 1.42 -2.06
C 3.51 1.73 -2.57
C 4.44 0.90 -1.98
C 3.68 0.09 -1.11
N 2.40 0.41 -1.17
C 4.18 -1.03 -0.23
C 4.74 -2.17 -1.09
C 3.11 -1.54 0.72
N -0.09 1.26 -3.08
C -0.84 1.68 -4.13
C -1.68 0.66 -4.50
C -1.37 -0.39 -3.60
N -0.42 -0.02 -2.75
C -2.00 -1.75 -3.62
C -1.63 -2.49 -4.91
C -1.66 -2.61 -2.40
H -0.58 2.35 3.76
H 0.41 1.74 2.43
H -1.33 1.85 2.24
H 0.56 4.22 2.60
H -2.44 4.27 2.04
H -1.40 5.67 2.28
H -1.70 4.57 3.62
H -0.53 5.90 -0.01
H 0.20 4.83 -2.43
H 1.31 2.95 -3.32
H 3.62 2.51 -3.30
H 5.50 0.88 -2.15
H 5.01 -0.63 0.36
H 3.93 -2.61 -1.69
H 5.16 -2.96 -0.46
H 5.51 -1.82 -1.77
H 2.29 -2.01 0.17
H 2.68 -0.75 1.33
H 3.52 -2.29 1.39
H -0.70 2.67 -4.54
H -2.41 0.66 -5.29
H -3.08 -1.59 -3.61
H -0.58 -2.79 -4.89
H -1.79 -1.86 -5.79
H -2.24 -3.40 -5.02
H -0.58 -2.79 -2.34
H -2.16 -3.57 -2.48
H -1.98 -2.13 -1.48
C -3.94 1.60 0.81
S -2.97 1.42 -0.70
O -3.29 0.06 -1.20
C -3.94 2.59 -1.66
C -4.90 2.10 -2.52
C -5.65 3.00 -3.28
C -5.42 4.36 -3.16
C -4.43 4.83 -2.30
C -3.68 3.94 -1.55
H -4.97 1.35 0.57
H -3.85 2.61 1.20
H -3.53 0.88 1.52
H -5.04 1.02 -2.61
H -6.40 2.63 -3.96
H -6.00 5.06 -3.75
H -4.24 5.90 -2.23
H -2.88 4.29 -0.91
C 1.07 -2.70 3.88
C -0.18 -2.85 2.99
C -0.12 -4.24 2.32
C -1.42 -2.82 3.91
O -0.24 -1.86 2.06
H 1.09 -3.42 4.71
H 1.09 -1.69 4.29
H 1.97 -2.84 3.28
H -0.08 -5.06 3.05
H 0.76 -4.29 1.68
H -1.01 -4.37 1.69
H -1.41 -3.62 4.67
H -2.32 -2.93 3.30
H -1.46 -1.85 4.42

- HOMO level: -4.1 eV
- Orbital gap: 6.25 eV
- Energy relative to the best compared isomer or geometry (same formula, charge and spin): 50.0 kJ/mol
- Charge: -1
- DFT total energy: -56010.237 eV

2.
A structure of composition C22H24MoN5O2S3. Source: OMol25; level of theory: ωB97M-V/def2-TZVPD.

CARTESIAN COORDINATES (ANGSTROEM)
Mo -0.46 0.65 -0.29
N -0.43 4.45 1.14
C -0.32 3.30 0.43
O -0.99 2.21 0.85
C 0.53 3.25 -0.83
C 1.28 1.81 -0.89
H -1.00 4.47 2.00
H 0.03 5.32 0.84
H 1.21 4.12 -0.95
H -0.17 3.22 -1.69
H 1.97 1.90 0.03
H 1.72 1.66 -1.77
C 1.02 0.59 -5.88
N 0.89 -0.18 -4.64
N 0.43 0.24 -3.46
C 0.42 -0.85 -2.62
O 0.10 -0.89 -1.44
C 0.89 -1.96 -3.30
C 1.18 -1.50 -4.56
C 1.72 -2.34 -5.68
C 0.00 1.58 -3.15
C 0.77 2.69 -3.55
C 0.35 4.00 -3.27
C -0.84 4.21 -2.58
C -1.62 3.12 -2.18
C -1.20 1.81 -2.46
H 0.63 1.62 -5.80
H 0.43 0.11 -6.69
H 2.09 0.63 -6.19
H 1.01 -2.96 -2.91
H 1.86 -3.39 -5.35
H 2.70 -1.94 -6.02
H 1.01 -2.33 -6.53
H 1.71 2.56 -4.08
H 0.95 4.84 -3.58
H -1.17 5.22 -2.36
H -2.55 3.28 -1.65
H -1.82 0.98 -2.16
S 2.84 -3.42 5.94
C 1.71 -2.74 4.90
S 2.28 -1.92 3.45
C 0.64 -1.54 3.07
N -0.26 -1.97 3.89
N 0.32 -2.67 4.95
C -0.64 -3.19 5.89
C -0.31 -3.98 6.99
C -1.29 -4.45 7.88
C -2.63 -4.14 7.69
C -2.99 -3.36 6.60
C -2.01 -2.89 5.72
S 0.11 -0.65 1.72
H 0.71 -4.29 7.21
H -0.99 -5.07 8.73
H -3.38 -4.50 8.38
H -4.03 -3.10 6.43
H -2.33 -2.28 4.88
H -2.08 0.67 -1.11

- HOMO level (spin up / spin down): -9.6 / -9.7 eV
- 2S+1: 3
- Orbital gap (spin up / spin down): 4.75 / 6.17 eV
- Charge: +1
- DFT total energy: -69095.336 eV

3.
A structure of composition C14H11FeN10. Source: OMol25; level of theory: ωB97M-V/def2-TZVPD.

CARTESIAN COORDINATES (ANGSTROEM)
Fe -0.04 0.10 0.09
N 2.03 0.56 -0.05
C 2.91 0.14 1.03
C 4.17 -0.33 0.69
C 5.06 -0.72 1.68
C 4.67 -0.63 3.01
C 3.41 -0.17 3.33
C 2.49 0.22 2.35
C 1.11 0.60 2.78
C 0.96 1.33 3.96
C -0.30 1.53 4.51
C -1.41 0.97 3.91
C -1.28 0.27 2.72
C -0.02 0.10 2.13
H 2.48 0.32 -0.93
H 1.93 1.60 -0.06
H 4.46 -0.39 -0.35
H 6.04 -1.09 1.41
H 5.35 -0.93 3.79
H 3.10 -0.15 4.37
H 1.83 1.75 4.44
H -0.40 2.12 5.41
H -2.39 1.09 4.36
H -2.16 -0.15 2.26
N -2.64 2.28 -0.52
C -2.91 0.95 -0.38
N -4.10 0.42 -0.24
N -3.88 -0.90 -0.10
N -2.64 -1.17 -0.14
N -1.96 0.00 -0.33
C -1.38 2.80 -0.46
N -1.08 4.08 -0.55
N 0.25 4.13 -0.43
N 0.74 2.96 -0.28
N -0.27 2.06 -0.30
H -3.42 2.92 -0.56

- HOMO level (spin up / spin down): -8.8 / -8.8 eV
- 2S+1: 6
- Orbital gap (spin up / spin down): 8.32 / 6.50 eV
- Energy relative to the best compared isomer or geometry (same formula, charge and spin): 10.9 kJ/mol
- DFT total energy: -63981.764 eV

4.
The ion C7H10N with charge +1. Source: OMol25; level of theory: ωB97M-V/def2-TZVPD.

CARTESIAN COORDINATES (ANGSTROEM)
C -0.01 0.02 -0.51
C 1.77 -2.02 -0.30
C 0.63 -0.88 1.69
C -0.29 0.11 1.74
C 0.98 -1.17 0.33
C -0.01 0.27 -1.94
C -1.57 1.69 0.38
N -0.63 0.60 0.47
H 1.85 -2.03 -1.38
H 2.38 -2.74 0.23
H 1.05 -1.38 2.54
H -0.75 0.55 2.60
H 0.67 1.10 -2.16
H -0.99 0.55 -2.31
H 0.35 -0.60 -2.48
H -2.49 1.43 0.90
H -1.79 1.93 -0.66
H -1.14 2.57 0.87

- HOMO level: -13.8 eV
- Orbital gap: 8.81 eV
- Energy relative to the best compared isomer or geometry (same formula, charge and spin): 43.6 kJ/mol
- Charge: +1
- DFT total energy: -8903.142 eV
- SMILES: C=C1C=C[N+](C)=C1C

5.
A cluster of 13 separate species, C50H138N12O13 in total. Source: OMol25; level of theory: ωB97M-V/def2-TZVPD.

CARTESIAN COORDINATES (ANGSTROEM)
C 28.39 -7.08 15.71
C 29.30 -7.56 16.76
O 29.66 -8.86 16.54
H 27.91 -6.15 16.02
H 27.56 -7.78 15.60
H 28.83 -6.91 14.73
H 28.83 -7.40 17.73
H 30.28 -7.08 16.70
H 30.02 -8.77 15.65
C 28.73 -5.38 20.18
C 27.99 -4.13 20.48
C 27.24 -4.25 21.84
O 26.44 -3.05 22.17
C 25.87 -3.01 23.45
N 28.90 -3.06 20.36
H 29.52 -5.61 20.89
H 29.21 -5.30 19.20
H 28.09 -6.26 20.22
H 27.21 -3.96 19.74
H 27.98 -4.44 22.62
H 26.60 -5.13 21.78
H 26.63 -3.26 24.19
H 25.12 -3.80 23.52
H 25.37 -2.05 23.64
H 28.38 -2.23 20.61
H 29.02 -2.97 19.36
C 20.31 -3.77 17.33
C 20.40 -4.16 15.81
C 21.45 -3.28 15.00
O 21.16 -1.88 15.11
C 22.04 -1.07 14.31
N 20.70 -5.60 15.79
H 21.29 -3.79 17.80
H 19.64 -4.40 17.90
H 19.97 -2.75 17.45
H 19.40 -3.99 15.40
H 21.31 -3.52 13.95
H 22.43 -3.54 15.40
H 23.06 -1.02 14.72
H 21.68 -0.04 14.35
H 22.14 -1.47 13.31
H 21.65 -5.77 16.08
H 20.12 -6.12 16.43
C 20.35 -9.34 14.70
C 21.40 -8.60 13.87
C 21.75 -9.41 12.62
O 22.34 -10.66 12.90
C 22.46 -11.46 11.76
N 21.03 -7.25 13.54
H 19.47 -9.47 14.06
H 20.02 -8.84 15.61
H 20.69 -10.32 15.01
H 22.27 -8.63 14.52
H 22.52 -8.84 12.09
H 20.85 -9.38 12.01
H 23.05 -11.05 10.94
H 21.45 -11.67 11.42
H 22.90 -12.42 12.03
H 21.86 -6.71 13.34
H 20.66 -6.89 14.41
C 26.69 -9.26 12.30
C 27.48 -9.83 11.11
C 26.92 -11.13 10.53
O 25.75 -10.83 9.85
C 25.15 -11.96 9.28
N 27.61 -8.81 10.10
H 27.39 -8.64 12.86
H 26.31 -10.05 12.95
H 25.84 -8.64 12.02
H 28.47 -10.15 11.43
H 26.68 -11.77 11.38
H 27.68 -11.63 9.92
H 25.80 -12.54 8.62
H 24.22 -11.75 8.75
H 24.84 -12.55 10.15
H 28.12 -9.25 9.35
H 26.68 -8.69 9.73
C 23.53 -3.80 11.37
C 24.20 -4.91 10.59
C 25.79 -4.80 10.65
O 26.16 -4.98 12.03
C 27.50 -5.38 12.27
N 23.69 -6.19 11.00
H 22.46 -3.85 11.15
H 23.94 -2.87 10.97
H 23.64 -3.90 12.45
H 23.98 -4.92 9.52
H 26.14 -3.86 10.22
H 26.20 -5.66 10.12
H 28.17 -4.61 11.89
H 27.75 -6.33 11.79
H 27.58 -5.49 13.36
H 23.91 -6.89 10.30
H 24.38 -6.35 11.72
C 28.37 -6.33 26.76
C 27.05 -6.01 26.09
C 26.88 -6.84 24.81
O 25.75 -6.40 24.06
C 25.42 -7.36 23.01
N 26.03 -6.26 27.06
H 28.45 -7.38 27.03
H 28.51 -5.68 27.62
H 29.21 -6.16 26.09
H 26.99 -4.95 25.83
H 26.57 -7.83 25.13
H 27.79 -6.89 24.22
H 25.33 -8.34 23.48
H 26.22 -7.33 22.26
H 24.50 -7.04 22.52
H 26.26 -6.96 27.75
H 25.24 -6.63 26.56
C 19.83 -1.19 20.24
C 19.62 -2.48 20.99
C 20.85 -2.88 21.72
O 21.95 -2.89 20.93
C 23.11 -3.55 21.47
N 18.53 -2.21 21.95
H 18.90 -0.70 19.98
H 20.39 -1.32 19.32
H 20.42 -0.48 20.83
H 19.29 -3.26 20.30
H 20.61 -3.86 22.15
H 21.02 -2.22 22.56
H 23.86 -3.77 20.70
H 22.89 -4.53 21.89
H 23.56 -2.98 22.28
H 18.71 -1.37 22.49
H 17.70 -2.06 21.41
C 19.71 -6.94 22.39
C 21.09 -7.12 21.63
C 21.64 -8.58 21.55
O 22.08 -9.14 22.77
C 22.56 -10.45 22.52
N 20.89 -6.65 20.26
H 19.20 -5.99 22.23
H 19.90 -7.01 23.46
H 18.99 -7.75 22.23
H 21.89 -6.56 22.13
H 22.42 -8.61 20.78
H 20.82 -9.21 21.21
H 22.95 -10.91 23.43
H 23.40 -10.39 21.83
H 21.78 -11.11 22.14
H 20.98 -5.65 20.28
H 21.71 -6.91 19.74
C 30.23 -4.04 14.97
C 30.29 -2.63 15.59
C 29.93 -2.54 17.09
O 28.73 -3.25 17.44
C 27.56 -2.74 16.80
N 31.56 -2.12 15.22
H 30.60 -4.16 13.96
H 29.21 -4.41 14.88
H 30.77 -4.73 15.62
H 29.48 -2.11 15.07
H 29.90 -1.47 17.29
H 30.73 -2.91 17.71
H 27.57 -3.00 15.74
H 27.50 -1.65 16.82
H 26.70 -3.20 17.29
H 32.14 -2.77 15.72
H 31.71 -1.25 15.71
C 21.57 -10.79 18.81
C 22.95 -11.12 18.23
C 23.11 -10.81 16.71
O 24.51 -10.81 16.42
C 24.92 -10.35 15.16
N 23.87 -10.26 18.93
H 21.65 -10.82 19.89
H 20.81 -11.53 18.60
H 21.22 -9.79 18.55
H 23.18 -12.17 18.40
H 22.67 -9.83 16.55
H 22.56 -11.54 16.10
H 24.60 -9.31 15.09
H 24.44 -10.83 14.31
H 26.00 -10.34 15.06
H 24.09 -10.80 19.75
H 24.75 -10.32 18.44
C 28.21 -11.53 18.75
C 27.46 -10.30 19.23
C 28.18 -9.46 20.25
O 28.41 -10.16 21.49
C 29.29 -9.42 22.38
N 27.13 -9.50 18.09
H 27.64 -11.93 17.91
H 28.21 -12.25 19.56
H 29.21 -11.17 18.50
H 26.57 -10.58 19.81
H 27.55 -8.62 20.53
H 29.05 -9.02 19.77
H 29.02 -8.39 22.58
H 30.36 -9.56 22.19
H 29.23 -9.89 23.36
H 26.52 -10.00 17.46
H 27.97 -9.34 17.56
C 25.03 -6.66 19.36
C 24.13 -6.47 18.21
C 24.79 -6.48 16.82
O 23.82 -6.35 15.79
C 24.36 -6.13 14.48
N 23.01 -7.37 18.20
H 25.71 -7.48 19.16
H 24.54 -6.82 20.32
H 25.73 -5.83 19.42
H 23.73 -5.47 18.40
H 25.30 -7.42 16.63
H 25.53 -5.69 16.66
H 24.79 -7.07 14.13
H 24.95 -5.22 14.49
H 23.47 -5.96 13.88
H 23.42 -8.27 18.44
H 22.65 -7.51 17.27

- HOMO level (spin up / spin down): 0.4 / -6.8 eV
- 2S+1: 2
- Orbital gap (spin up / spin down): 1.69 / 8.80 eV
- Charge: -1
- DFT total energy: -98577.495 eV

6.
A structure of composition C34H34N7O6S2W. Source: OMol25; level of theory: ωB97M-V/def2-TZVPD.

CARTESIAN COORDINATES (ANGSTROEM)
W 0.98 -0.19 -0.34
C 0.43 0.82 -4.60
C 0.77 1.94 -3.65
C 0.41 3.26 -3.93
C 0.74 4.29 -3.07
C 1.49 4.05 -1.93
C 1.89 2.76 -1.64
C 2.87 2.48 -0.53
C 1.47 1.72 -2.47
N 1.85 0.40 -2.05
C 2.88 -0.28 -2.69
O 3.43 0.03 -3.71
C 3.29 -1.46 -1.85
C 4.24 -2.39 -2.17
C 4.51 -3.39 -1.24
C 3.84 -3.40 -0.02
C 2.91 -2.41 0.21
N 2.64 -1.49 -0.69
C 2.18 -2.20 1.51
O 2.31 -2.97 2.44
N 1.44 -1.04 1.49
C 1.07 -0.56 2.81
C 2.02 0.13 3.55
C 3.40 0.40 3.02
C 1.67 0.59 4.82
C 0.40 0.35 5.34
C -0.52 -0.37 4.59
C -0.19 -0.84 3.32
C -1.20 -1.67 2.56
H -0.27 1.17 -5.36
H -0.02 -0.02 -4.07
H 1.33 0.46 -5.09
H -0.15 3.46 -4.84
H 0.43 5.30 -3.31
H 1.79 4.87 -1.29
H 2.85 3.25 0.24
H 3.88 2.39 -0.93
H 2.68 1.53 -0.01
H 4.75 -2.31 -3.12
H 5.25 -4.15 -1.46
H 4.03 -4.14 0.75
H 3.39 0.65 1.96
H 4.04 -0.48 3.14
H 3.87 1.22 3.56
H 2.40 1.14 5.40
H 0.14 0.72 6.32
H -1.50 -0.58 5.00
H -2.08 -1.83 3.18
H -0.77 -2.65 2.31
H -1.50 -1.17 1.64
N -2.43 -3.11 -0.34
C -1.43 -3.71 -1.31
C -0.23 -2.77 -1.46
O 0.54 -2.92 -2.37
O -0.23 -1.88 -0.51
H -3.20 -2.61 -0.80
H -1.90 -2.42 0.20
H -2.83 -3.80 0.30
H -1.90 -3.88 -2.27
H -1.10 -4.66 -0.89
N -7.13 -0.98 0.36
C -5.90 -0.50 0.01
C -5.24 -0.98 -1.12
C -3.98 -0.50 -1.45
C -3.36 0.47 -0.66
C -4.03 0.97 0.45
C -5.27 0.49 0.79
S -1.79 1.03 -1.17
O -1.89 2.38 -1.62
O -1.29 -0.02 -2.04
N -0.80 0.91 0.12
C -0.43 2.05 0.89
S -1.29 3.53 1.10
C -0.05 4.07 2.15
C 0.92 3.14 2.24
N 0.70 1.98 1.52
H -7.66 -1.51 -0.30
H -7.67 -0.51 1.07
H -5.73 -1.70 -1.76
H -3.48 -0.84 -2.35
H -3.57 1.74 1.07
H -5.78 0.89 1.66
H -0.09 5.04 2.61
H 1.82 3.22 2.83

- HOMO level (spin up / spin down): -10.3 / -10.9 eV
- 2S+1: 3
- Orbital gap (spin up / spin down): 7.20 / 7.46 eV
- Energy relative to the best compared isomer or geometry (same formula, charge and spin): 73.6 kJ/mol
- Charge: +1
- DFT total energy: -82019.221 eV